DFT (ωB97M-V/def2-TZVPD) results for a cluster of 2 separate species, C4H13N2O2 in total at a distorted geometry.

multiplicity = 1
E_HOMO = -3.42 eV
LUMO = 3.8981 eV
electronic energy = -420.12076 Eh
orbital gap = 7.314 eV
charge = -1
relative energy (zero: lowest compared OMol25 entry of this formula, charge and spin) = 2.669 eV

Each line ends with the natural charge from an NBO analysis.
Element x y z (Å)
N1 0.560 1.735 1.536  -0.8940
C1 -0.340 0.866 0.757  -0.0670
C2 0.326 -0.132 -0.249  -0.4603
C3 1.263 0.685 -1.309  -0.0087
O1 1.800 -0.139 -2.258  -0.8932
C4 -1.162 0.020 1.835  -0.1992
N2 -2.051 -1.009 1.318  -0.8914
H1 1.454 1.323 1.477  0.3743
H2 0.410 2.611 1.885  0.3725
H3 -1.046 1.365 0.121  0.1682
H4 0.995 -0.912 0.264  0.1803
H5 -0.473 -0.803 -0.636  0.2364
H6 0.492 1.343 -1.937  0.0806
H7 1.948 1.338 -0.831  0.1265
H8 -0.210 -0.587 2.346  0.1633
H9 -1.601 0.704 2.555  0.1645
H10 -2.437 -0.610 0.574  0.3464
H11 -1.891 -2.100 1.268  0.3921
H12 0.705 -2.335 -3.589  0.4311
H13 0.936 -1.200 -2.374  0.4973
O2 0.324 -2.164 -2.753  -1.1196


DFT (ωB97M-V/def2-TZVPD) results for a structure of composition C47H43Br3F7NOP at a distorted geometry.

multiplicity = 1
E_HOMO = -10.32 eV
LUMO = -3.6365 eV
electronic energy = -10708.77417 Eh
orbital gap = 6.685 eV
charge = +1
relative energy (zero: lowest compared OMol25 entry of this formula, charge and spin) = 1.561 eV

Each line ends with the Löwdin charge.
Element x y z (Å)
C1 0.304 0.441 -2.155  0.1842
C2 1.261 0.871 -1.343  -0.1079
N1 2.344 1.441 -0.471  -0.3380
C3 3.611 1.788 -1.290  -0.5885
Br1 5.140 1.601 0.025  0.6234
C4 3.459 3.362 -1.681  -0.6633
C5 4.195 3.794 -3.052  -0.1547
Br2 4.367 4.410 -0.204  0.6125
P1 2.661 0.427 0.987  0.6061
O1 1.888 -1.084 0.740  -0.3447
Br3 1.487 1.459 2.681  0.3084
H1 -0.770 0.336 -2.590  0.1051
H2 1.954 2.355 -0.115  0.1232
H3 3.753 1.094 -2.201  0.1489
H4 2.336 3.672 -1.791  0.1191
H5 4.578 4.897 -3.015  0.0895
H6 3.387 3.793 -3.895  0.0929
H7 5.107 3.153 -3.339  0.0973
H8 1.749 -1.561 1.612  0.0553
F1 2.083 5.862 -3.372  0.0314
C6 1.444 6.311 -4.468  -0.2872
C7 1.760 7.562 -4.976  -0.0247
C8 1.102 8.025 -6.112  -0.0725
C9 0.128 7.235 -6.721  -0.0801
C10 -0.185 5.982 -6.199  -0.0778
C11 0.480 5.515 -5.069  -0.0289
H9 2.514 8.165 -4.485  0.1116
H10 1.348 8.999 -6.523  0.1116
H11 -0.388 7.598 -7.605  0.1060
H12 -0.947 5.370 -6.671  0.1064
H13 0.255 4.538 -4.654  0.1064
F2 0.570 -1.718 3.223  -0.0024
C12 -0.101 -2.880 3.348  -0.2811
C13 -1.457 -2.917 3.058  -0.0061
C14 -2.150 -4.117 3.182  -0.0908
C15 -1.482 -5.265 3.605  -0.0696
C16 -0.121 -5.215 3.898  -0.0709
C17 0.575 -4.017 3.764  -0.0157
H14 -1.962 -2.012 2.739  0.1157
H15 -3.210 -4.159 2.950  0.1033
H16 -2.024 -6.201 3.706  0.1077
H17 0.397 -6.109 4.232  0.0946
H18 1.636 -3.962 3.980  0.1152
F3 -4.588 -1.883 3.369  0.0498
C18 -5.347 -2.448 4.324  -0.2859
C19 -6.672 -2.061 4.458  -0.0176
C20 -7.460 -2.649 5.443  -0.0775
C21 -6.910 -3.610 6.291  -0.0907
C22 -5.577 -3.987 6.150  -0.0725
C23 -4.792 -3.407 5.157  -0.0226
H19 -7.080 -1.306 3.795  0.1160
H20 -8.500 -2.359 5.552  0.1075
H21 -7.524 -4.065 7.062  0.1042
H22 -5.149 -4.733 6.813  0.1088
H23 -3.756 -3.695 5.029  0.0908
F4 -3.621 9.655 -8.666  0.0648
C24 -4.001 8.843 -7.670  -0.2929
C25 -4.410 7.549 -7.963  -0.0210
C26 -4.801 6.704 -6.928  -0.0884
C27 -4.789 7.165 -5.613  -0.1029
C28 -4.381 8.466 -5.330  -0.0837
C29 -3.980 9.308 -6.363  -0.0172
H24 -4.421 7.211 -8.993  0.1164
H25 -5.115 5.688 -7.146  0.1033
H26 -5.098 6.506 -4.806  0.0986
H27 -4.376 8.825 -4.305  0.1051
H28 -3.652 10.321 -6.160  0.1174
F5 0.032 -7.731 6.876  0.0406
C30 1.336 -7.829 7.184  -0.2805
C31 1.761 -8.834 8.040  -0.0071
C32 3.113 -8.937 8.354  -0.0721
C33 4.023 -8.028 7.817  -0.0925
C34 3.584 -7.020 6.962  -0.0825
C35 2.233 -6.923 6.639  -0.0210
H29 1.038 -9.527 8.455  0.1174
H30 3.458 -9.725 9.017  0.1091
H31 5.077 -8.107 8.066  0.1033
H32 4.293 -6.310 6.548  0.1041
H33 1.875 -6.150 5.969  0.0912
F6 -1.686 -10.935 7.864  0.0605
C36 -2.098 -10.995 6.588  -0.2824
C37 -2.965 -12.005 6.199  -0.0160
C38 -3.396 -12.065 4.876  -0.0820
C39 -2.947 -11.119 3.956  -0.0997
C40 -2.072 -10.112 4.357  -0.0845
C41 -1.650 -10.046 5.682  -0.0125
H34 -3.298 -12.737 6.926  0.1172
H35 -4.081 -12.847 4.563  0.1058
H36 -3.280 -11.169 2.923  0.1001
H37 -1.719 -9.379 3.638  0.0982
H38 -0.976 -9.264 6.013  0.0881
F7 4.026 9.269 -5.959  0.0495
C42 4.978 8.759 -6.756  -0.2828
C43 6.116 9.505 -7.024  -0.0148
C44 7.105 8.974 -7.847  -0.0774
C45 6.939 7.706 -8.402  -0.0945
C46 5.790 6.967 -8.131  -0.0829
C47 4.806 7.493 -7.299  -0.0199
H39 6.223 10.493 -6.590  0.1180
H40 8.003 9.547 -8.056  0.1079
H41 7.710 7.294 -9.047  0.1031
H42 5.661 5.981 -8.567  0.1048
H43 3.909 6.929 -7.070  0.1056


DFT (ωB97M-V/def2-TZVPD) results for a structure of composition C15H31F3N2O15S4Ta at a distorted geometry.

multiplicity = 1
E_HOMO = -5.31 eV
LUMO = 1.6063 eV
electronic energy = -3777.47952 Eh
orbital gap = 6.917 eV
charge = -1

Each line ends with the Löwdin charge.
Element x y z (Å)
C1 7.051 0.517 0.869  0.0475
C2 6.070 1.070 0.429  -0.3106
C3 4.875 1.669 -0.121  -0.3718
Ta1 3.042 0.277 -0.105  1.6476
N1 3.095 0.443 1.983  -0.2160
C4 4.381 -1.603 -0.167  -0.2814
O1 5.351 -1.811 -1.246  -0.0507
C5 4.926 -2.188 -2.434  -0.7803
F1 3.648 -2.590 -2.479  0.1224
F2 5.080 -1.231 -3.365  0.1285
F3 5.666 -3.234 -2.879  0.1168
C6 1.834 2.249 -0.452  -0.4562
S1 1.745 2.763 -2.084  0.5041
O2 0.833 3.876 -2.288  -0.4056
O3 3.078 2.975 -2.619  -0.4181
N2 1.337 -0.860 0.154  -0.2374
C7 0.421 -1.122 -0.975  -0.3362
C8 -1.007 -0.684 -0.645  -0.2492
C9 -1.773 -1.788 0.096  -0.1082
H1 7.952 0.023 1.144  0.0008
H2 4.623 2.520 0.522  0.0372
H3 5.089 2.027 -1.128  0.0457
H4 3.036 0.122 -1.937  -0.0712
H5 3.803 1.073 2.339  -0.0304
H6 3.141 -0.428 2.500  -0.0254
H7 3.813 -2.519 -0.009  0.0441
H8 5.025 -1.476 0.704  0.0283
H9 0.816 2.153 -0.077  0.0220
H10 2.356 3.075 0.033  0.0304
H11 1.238 1.682 -2.714  0.0434
H12 0.803 -0.579 0.970  0.0262
H13 0.784 -0.661 -1.892  0.0610
H14 0.394 -2.206 -1.129  0.1004
H15 -0.962 0.190 0.009  0.0936
H16 -1.541 -0.393 -1.549  0.1048
H17 -1.067 -2.374 0.688  0.0727
H18 -2.520 -1.393 0.779  0.0255
H19 -2.256 -2.451 -0.618  0.0786
C10 -6.414 0.444 2.987  -0.1635
C11 -7.248 -0.786 2.702  -0.1584
O4 -6.759 -1.249 1.435  -0.1832
S2 -5.195 -0.944 1.313  0.5880
O5 -4.484 -2.113 1.680  -0.2204
O6 -4.978 -0.261 0.092  -0.2058
O7 -5.096 0.102 2.525  -0.1900
H20 -6.769 1.308 2.421  0.1339
H21 -6.382 0.684 4.044  0.1108
H22 -8.310 -0.568 2.628  0.1341
H23 -7.082 -1.565 3.446  0.1111
C12 1.921 2.690 -6.014  -0.1429
C13 0.966 3.783 -6.432  -0.1492
O8 0.172 3.172 -7.468  -0.1966
S3 -0.019 1.620 -7.154  0.5815
O9 -1.276 1.408 -6.529  -0.2241
O10 0.337 0.890 -8.319  -0.2303
O11 1.122 1.492 -6.056  -0.1845
H24 2.746 2.576 -6.719  0.1351
H25 2.313 2.852 -5.011  0.1094
H26 1.470 4.660 -6.825  0.1331
H27 0.309 4.074 -5.610  0.1342
C14 -2.144 -1.630 5.872  -0.1438
C15 -2.764 -2.646 6.811  -0.1521
O12 -4.137 -2.229 6.918  -0.1860
S4 -4.608 -1.594 5.532  0.5885
O13 -5.299 -2.579 4.782  -0.2106
O14 -5.187 -0.324 5.801  -0.2200
O15 -3.170 -1.391 4.897  -0.1765
H28 -1.922 -0.691 6.381  0.1358
H29 -1.251 -1.997 5.376  0.1405
H30 -2.307 -2.651 7.796  0.1339
H31 -2.739 -3.652 6.389  0.1351


> Which value of charge does entry 2 give?

+1


> Look up the charge of the third one.

-1